Computed, not measured: one molecule with the formula C9H11NO in a non-equilibrium geometry, with wB97M-V/def2-TZVPD.

Each line ends with the Mulliken charge.
CARTESIAN COORDINATES (ANGSTROEM)
1 C 1.5410 1.2499 0.7269  -1.1444
2 N 1.8730 0.0088 0.0497  0.1137
3 C 3.2494 -0.2673 -0.2020  -0.9835
4 C 0.8564 -0.8971 -0.3472  0.5442
5 O 1.2113 -1.9152 -0.7460  -0.5535
6 C -0.5852 -0.5209 -0.3100  0.2158
7 C -1.0567 0.6179 -0.8671  -0.4361
8 C -2.3680 0.8520 -0.8278  -0.4447
9 C -3.2589 0.0374 -0.0959  -0.2597
10 C -2.7568 -1.0401 0.5706  -0.2721
11 C -1.3945 -1.3315 0.4981  -1.0219
12 H 0.4390 1.3992 0.9573  0.3575
13 H 1.7978 2.1291 0.4276  0.4831
14 H 2.1389 1.1995 1.7334  0.2989
15 H 3.7691 -0.4183 0.6497  0.3876
16 H 3.6561 0.7382 -0.7540  0.2487
17 H 3.3886 -1.2696 -0.9844  0.2469
18 H -0.3696 1.2353 -1.2750  0.7245
19 H -2.9419 1.6611 -1.3263  0.3081
20 H -4.4482 0.2694 0.0596  0.1954
21 H -3.4733 -1.6020 1.2384  0.3031
22 H -1.2675 -2.1359 0.8242  0.6883

Atomic forces in eV per Å
-1.40 -5.14 5.35
-2.96 0.81 -0.45
-0.29 0.45 -6.41
0.84 5.34 1.54
1.08 -6.29 -2.27
0.78 -1.80 2.80
-0.36 -1.14 0.33
-4.94 1.19 -0.04
-2.42 1.07 0.17
-0.90 -0.23 1.31
-3.76 11.45 -6.07
1.39 -0.89 -0.09
2.20 5.13 -3.37
-1.36 0.13 -1.14
1.87 -0.60 2.82
-0.44 -2.53 1.17
-0.56 3.17 2.44
1.79 2.09 -1.69
1.25 -0.13 0.14
3.28 -0.33 -0.83
1.17 0.28 -0.89
3.75 -12.04 5.19

Highest occupied orbital energy, eV: -8.94
SMILES: CN(C)C(=O)c1ccccc1
Orbital gap, eV: 9.7
F_max, eV/Å: 13.6